1:
DFT (ωB97M-V with the def2-TZVPD basis set) results for the molecule C4H5BrN2O2S.

ORCA input file:
```
! RIJCOSX wB97M-V def2-TZVPD def2/J DEFGRID3
* xyz 0 1
C 2.499 1.448 0.184
C 1.249 1.379 0.752
C 3.166 0.327 -0.351
C -0.597 -0.033 0.722
N 0.447 0.415 0.130
N -3.078 -1.139 0.206
O -1.526 -0.314 -1.671
O -1.044 -2.470 -0.496
S -1.505 -1.130 -0.474
Br 2.591 -0.999 -1.399
H 3.094 2.283 0.338
H 0.980 1.764 1.757
H 0.586 0.361 -0.887
H -3.791 -0.440 -0.002
H -3.070 -1.451 1.191
*
```

HOMO (spin up / spin down) (eV): -8.96 / -8.39
Lowest unoccupied orbital energy (spin up / spin down) (eV): -1.5 / -1.2

***

2:
DFT (ωB97M-V with the def2-TZVPD basis set) results for the molecule C4H5BrN2O2S.

ORCA input file:
```
! RIJCOSX wB97M-V def2-TZVPD def2/J DEFGRID3
* xyz 0 1
C 1.555 0.646 -1.212
S 0.780 1.257 0.346
O 0.100 2.529 0.143
O 1.739 1.085 1.379
N -0.416 0.120 0.506
C -0.153 -1.261 0.812
C -1.265 -1.941 0.534
N -2.298 -1.152 0.184
C -1.876 0.067 0.182
Br -2.733 1.537 -0.506
H 2.404 0.141 -0.657
H 0.809 0.021 -1.745
H 1.809 1.367 -2.061
H 0.826 -1.495 1.175
H -1.281 -2.920 0.919
*
```

HOMO (eV): -9.45
Structure (SMILES): CS(=O)(=O)n1ccnc1Br
Lowest unoccupied orbital energy (eV): 0.5

***

Which of the structures shown above is the most stable? The most stable is 2.